[1]
116
Properties=species:S:1:pos:R:3:mulliken_charge:R:1 method="wB97M-V/def2-TZVPD" e_tot_ha=-2227.86233 smiles="COCCNCCOC.COCCNCCOC.COCCNCCOC.COCCNCCOC.NC(N)=O.CO.CO" molar_mass_g_mol=656.904 e_homo_ha=-0.314
C 10.262 -0.474 0.982 -0.69
O 9.307 -1.491 1.034 -0.34
C 7.956 -1.117 0.990 -0.49
C 7.270 -1.411 2.314 -0.61
N 5.879 -0.985 2.434 -0.38
C 5.711 0.464 2.466 -0.65
C 4.341 0.755 3.145 0.28
O 4.259 -0.001 4.351 -0.38
C 2.927 -0.186 4.792 -0.62
H 10.166 0.277 1.773 0.30
H 10.320 -0.076 -0.038 0.28
H 11.278 -0.845 1.147 0.27
H 7.492 -1.788 0.259 0.22
H 7.746 -0.083 0.700 0.42
H 7.910 -0.992 3.113 0.34
H 7.360 -2.477 2.543 0.34
H 5.614 -1.344 3.339 0.28
H 5.579 0.932 1.489 0.30
H 6.481 0.974 3.054 0.36
H 3.512 0.553 2.463 -0.29
H 4.317 1.818 3.404 0.29
H 2.431 -0.805 4.031 0.27
H 2.283 0.682 4.970 0.25
H 3.057 -0.715 5.739 0.27
C -1.983 0.676 -3.464 -0.84
O -1.134 -0.466 -3.596 -0.11
C -0.423 -0.443 -4.808 -0.62
C 0.054 -1.860 -5.197 -0.63
N -1.013 -2.837 -5.018 -0.28
C -0.444 -4.169 -4.889 -0.36
C -1.603 -5.199 -4.688 -0.80
O -1.922 -5.232 -3.293 -0.34
C -3.192 -4.686 -3.054 -0.54
H -1.312 1.537 -3.392 0.35
H -2.528 0.600 -2.525 0.14
H -2.693 0.740 -4.288 0.37
H 0.451 0.212 -4.713 0.29
H -1.053 -0.112 -5.642 0.45
H 0.938 -2.029 -4.565 0.33
H 0.363 -1.755 -6.238 0.41
H -1.414 -2.594 -4.115 0.03
H 0.216 -4.279 -4.021 0.18
H 0.096 -4.467 -5.790 0.51
H -1.225 -6.178 -4.987 0.42
H -2.466 -4.961 -5.306 0.40
H -3.999 -5.246 -3.556 0.40
H -3.326 -3.697 -3.514 0.26
H -3.528 -4.649 -2.019 0.01
C -0.056 -2.612 -1.383 -0.39
O -0.627 -2.627 -0.079 -0.88
C -1.149 -3.887 0.311 0.11
C -1.778 -3.841 1.682 -1.58
N -2.943 -2.993 1.807 -0.01
C -4.152 -3.088 1.036 -0.19
C -5.219 -4.087 1.522 -0.74
O -5.364 -5.284 0.808 -0.33
C -4.272 -6.154 0.819 -0.21
H 0.496 -1.678 -1.449 0.28
H -0.799 -2.674 -2.183 -0.04
H 0.553 -3.516 -1.498 0.39
H -0.359 -4.649 0.322 0.45
H -1.842 -4.253 -0.452 -0.10
H -1.058 -3.543 2.446 0.46
H -1.959 -4.890 1.954 0.47
H -2.611 -2.150 2.239 0.29
H -4.006 -3.320 -0.033 0.00
H -4.601 -2.099 0.946 0.43
H -6.162 -3.563 1.327 0.36
H -5.200 -4.137 2.618 0.31
H -4.188 -6.790 1.714 0.30
H -3.313 -5.629 0.785 -0.20
H -4.358 -6.842 -0.023 0.25
C -4.473 2.211 1.690 -0.81
O -3.478 3.097 1.244 -0.32
C -2.657 3.620 2.254 -0.93
C -1.611 4.576 1.737 0.47
N -2.159 5.685 0.938 -0.40
C -1.368 5.940 -0.266 -0.23
C -1.861 7.218 -0.922 -0.86
O -3.064 6.939 -1.644 -0.26
C -3.747 8.108 -1.983 -0.77
H -4.067 1.683 2.557 0.35
H -4.751 1.516 0.893 0.22
H -5.427 2.709 1.898 0.31
H -2.202 2.875 2.918 0.60
H -3.317 4.167 2.955 0.50
H -0.994 3.902 1.123 -0.51
H -0.897 4.972 2.454 0.23
H -3.093 5.368 0.685 0.32
H -1.268 5.179 -1.047 0.09
H -0.390 6.145 0.181 0.41
H -1.130 7.665 -1.606 0.42
H -2.139 7.974 -0.181 0.41
H -4.742 7.914 -2.380 0.25
H -3.188 8.689 -2.728 0.30
H -3.895 8.791 -1.136 0.32
N 0.554 -0.334 0.888 0.37
C -0.369 0.681 0.908 -0.06
N -1.538 0.389 0.316 0.48
O -0.043 1.842 1.198 -0.52
H 0.293 -1.250 0.521 0.27
H 1.503 -0.118 1.121 0.08
H -1.760 -0.547 0.019 -0.03
H -2.188 1.164 0.323 -0.02
C 1.358 1.802 -1.729 -0.33
O 0.728 3.033 -1.445 -0.52
H 2.275 1.617 -1.169 0.27
H 0.641 0.979 -1.627 -0.11
H 1.564 1.711 -2.802 0.32
H -0.019 2.852 -0.865 0.26
C 1.434 4.161 3.713 -0.72
O 0.631 2.953 3.790 -0.47
H 1.043 4.834 4.474 0.28
H 2.419 3.869 4.079 0.23
H 1.384 4.575 2.712 0.33
H 0.657 2.579 2.894 0.31


[2]
135
Properties=species:S:1:pos:R:3:mulliken_charge:R:1 method="wB97M-V/def2-TZVPD" e_tot_ha=-6686.91476 smiles="CCOS(C)(=O)=O.CCOS(C)(=O)=O.CCOS(C)(=O)=O.CCOS(C)(=O)=O.CCOS(C)(=O)=O.CCOS(C)(=O)=O.CCOS(C)(=O)=O.CCOS(C)(=O)=O.CCOS(C)(=O)=O" relative_energy_kj_mol=267.6 molar_mass_g_mol=1117.449 e_homo_ha=-0.391
C 2.613 -14.590 -7.917 -1.12
C 2.043 -13.485 -8.767 -0.25
O 0.678 -13.255 -8.365 -0.28
S 0.225 -11.718 -7.978 1.20
C -0.952 -12.132 -6.676 -0.37
O 1.382 -10.997 -7.493 -0.69
O -0.475 -11.138 -9.112 -0.66
H 2.184 -15.563 -8.166 0.32
H 2.317 -14.525 -6.863 0.30
H 3.697 -14.526 -7.835 0.35
H 2.629 -12.587 -8.549 0.29
H 2.026 -13.639 -9.844 0.32
H -0.400 -12.252 -5.750 0.38
H -1.458 -13.021 -7.040 0.44
H -1.544 -11.220 -6.651 -0.27
C -12.110 -11.971 -4.905 -1.16
C -10.770 -12.386 -4.311 -0.32
O -9.931 -11.205 -4.290 -0.28
S -9.528 -10.682 -2.813 1.18
C -8.251 -11.889 -2.379 -0.98
O -8.902 -9.389 -2.987 -0.47
O -10.713 -10.873 -2.006 -0.68
H -12.794 -12.793 -5.129 0.38
H -12.041 -11.524 -5.900 0.30
H -12.582 -11.242 -4.246 0.29
H -10.881 -12.908 -3.367 0.35
H -10.306 -13.068 -5.026 0.34
H -7.627 -12.046 -3.257 0.31
H -8.737 -12.842 -2.179 0.37
H -7.668 -11.491 -1.554 0.37
C -2.875 -4.171 -1.898 -1.04
C -1.425 -3.665 -1.787 0.06
O -1.304 -3.025 -0.491 -0.22
S -1.635 -1.461 -0.451 1.21
C -1.140 -1.241 1.265 -0.93
O -0.784 -0.701 -1.318 -0.62
O -3.066 -1.362 -0.576 -0.62
H -3.018 -4.887 -2.712 0.20
H -3.659 -3.420 -1.935 0.45
H -3.060 -4.752 -0.990 0.35
H -0.861 -4.593 -1.785 -0.28
H -1.114 -3.037 -2.617 0.42
H -1.367 -0.278 1.705 0.36
H -0.108 -1.581 1.348 0.31
H -1.662 -2.014 1.835 0.32
C -5.553 -8.922 -3.049 -0.47
C -4.156 -8.985 -2.429 -0.48
O -3.292 -8.425 -3.425 -0.08
S -1.712 -8.850 -3.466 1.14
C -0.960 -7.206 -3.370 -0.88
O -1.401 -9.615 -2.290 -0.70
O -1.468 -9.372 -4.785 -0.47
H -5.904 -7.916 -3.278 0.24
H -6.221 -9.321 -2.283 0.11
H -5.582 -9.487 -3.979 0.05
H -4.091 -8.496 -1.456 0.33
H -3.920 -10.037 -2.254 0.35
H 0.077 -7.426 -3.607 0.26
H -0.984 -6.895 -2.326 0.36
H -1.438 -6.429 -3.953 0.26
C -3.401 -11.121 -12.148 -1.38
C -3.374 -11.531 -10.682 0.17
O -4.228 -10.662 -9.913 -0.26
S -5.035 -11.333 -8.669 1.34
C -4.362 -10.239 -7.412 -0.68
O -6.434 -11.034 -8.817 -0.66
O -4.635 -12.708 -8.504 -0.68
H -3.017 -10.106 -12.245 0.33
H -4.416 -11.146 -12.547 0.35
H -2.815 -11.844 -12.714 0.39
H -3.605 -12.594 -10.649 0.39
H -2.334 -11.479 -10.355 0.05
H -4.594 -10.534 -6.389 0.50
H -4.860 -9.279 -7.533 0.08
H -3.291 -10.215 -7.586 0.09
C -2.768 -7.002 -6.417 0.29
C -3.637 -6.111 -7.281 -0.74
O -4.838 -6.798 -7.658 -0.11
S -5.774 -6.022 -8.755 1.14
C -7.097 -7.254 -9.054 -0.79
O -6.328 -4.828 -8.181 -0.62
O -5.024 -5.945 -9.983 -0.63
H -2.973 -8.068 -6.500 -0.32
H -3.011 -6.851 -5.364 -0.35
H -1.705 -6.784 -6.510 0.25
H -3.952 -5.216 -6.730 0.42
H -3.139 -5.628 -8.127 0.58
H -6.606 -8.201 -9.238 0.13
H -7.703 -6.802 -9.830 0.41
H -7.656 -7.187 -8.120 0.32
C 2.172 -8.709 -1.302 -0.78
C 2.041 -8.166 0.106 -0.30
O 2.423 -9.135 1.087 -0.29
S 1.807 -9.146 2.543 1.18
C 3.083 -8.213 3.418 -0.92
O 0.588 -8.371 2.542 -0.63
O 1.827 -10.513 2.993 -0.60
H 2.031 -7.884 -2.001 0.01
H 1.653 -9.629 -1.551 0.31
H 3.224 -8.962 -1.487 0.36
H 2.615 -7.247 0.262 0.27
H 1.035 -7.774 0.277 0.41
H 3.069 -7.209 3.005 0.31
H 3.999 -8.769 3.244 0.32
H 2.787 -8.253 4.463 0.36
C -7.845 -4.214 -2.746 -1.18
C -8.265 -4.756 -1.397 -0.18
O -7.649 -6.044 -1.253 -0.20
S -8.208 -7.028 -0.074 1.23
C -9.785 -7.496 -0.899 -1.14
O -7.303 -8.137 0.003 -0.56
O -8.591 -6.163 1.029 -0.66
H -8.461 -4.728 -3.489 0.30
H -6.794 -4.385 -2.960 0.22
H -8.145 -3.168 -2.809 0.41
H -7.984 -4.091 -0.579 0.29
H -9.349 -4.890 -1.360 0.32
H -10.471 -6.724 -0.547 0.46
H -9.996 -8.503 -0.565 0.38
H -9.759 -7.274 -1.960 0.32
C 0.144 -3.872 -6.847 -1.03
C 1.346 -4.661 -6.390 -0.45
O 1.055 -5.350 -5.134 -0.11
S 1.680 -4.731 -3.803 1.12
C 3.501 -4.821 -3.993 -1.20
O 1.269 -3.361 -3.787 -0.64
O 1.392 -5.539 -2.652 -0.45
H -0.480 -3.420 -6.076 0.23
H -0.483 -4.390 -7.572 0.28
H 0.461 -2.963 -7.371 0.39
H 1.484 -5.471 -7.103 0.38
H 2.238 -4.044 -6.343 0.35
H 3.823 -5.848 -4.139 0.35
H 3.929 -4.366 -3.106 0.41
H 3.708 -4.219 -4.875 0.40